A molecular structure, C26H26NO3PReS2Si at a distorted geometry. Source: the OMol25 dataset; level of theory: ωB97M-V/def2-TZVPD.

```
61
Properties=species:S:1:pos:R:3:forces:R:3:mulliken_charge:R:1
Re 0.76369 -1.32256 0.17563 -0.01 4.03 2.42 1.201
O 1.47058 -2.59032 -1.16343 1.54 -0.54 -0.50 -0.445
S 0.51452 -3.67545 -0.77437 -1.41 -3.11 -3.18 1.433
O 1.04125 -4.98014 -0.69041 0.01 0.20 0.16 -0.591
O -0.15496 -3.13485 0.45004 0.42 0.80 1.23 -0.570
C -0.77313 -3.55776 -2.01516 0.51 -0.19 0.45 0.225
C -1.14168 -4.69160 -2.71303 0.10 -0.08 0.15 -0.475
C -2.21600 -4.62673 -3.58992 -0.02 0.09 0.03 -0.692
C -2.91693 -3.43849 -3.74063 0.06 -0.09 -0.04 -0.772
C -2.52206 -2.29670 -3.05846 0.31 -0.05 0.27 -0.467
C -1.42300 -2.34465 -2.19584 -0.28 0.40 -0.10 -0.328
P -0.94463 -0.78449 -1.38416 -0.70 0.07 -0.78 0.756
C -0.33689 0.35757 -2.63811 0.14 0.08 0.35 0.490
C 0.00492 1.63325 -2.17659 -0.05 -0.20 -0.04 -0.417
C 0.43579 2.59437 -3.06933 0.00 0.07 0.13 -0.834
C 0.54465 2.28823 -4.41970 -0.07 -0.15 0.05 -0.578
C 0.24375 1.01149 -4.86954 0.02 0.07 -0.02 -0.748
C -0.19535 0.03922 -3.98550 -0.11 -0.19 0.11 -0.588
C -2.49539 -0.16290 -0.68939 0.28 0.05 0.11 0.645
C -3.08967 -0.88042 0.35124 0.14 0.04 -0.07 -0.621
C -4.33738 -0.50511 0.81478 0.05 -0.07 0.06 -0.801
C -4.99546 0.57744 0.24615 0.10 0.02 -0.09 -0.514
C -4.40165 1.29237 -0.78246 -0.07 0.01 0.02 -0.762
C -3.15037 0.93033 -1.25116 0.24 -0.06 -0.08 -0.117
H -0.59919 -5.60966 -2.54501 -0.01 -0.13 -0.03 0.556
H -2.51636 -5.51125 -4.13251 -0.02 -0.02 -0.02 0.443
H -3.77727 -3.39929 -4.39173 -0.04 0.02 -0.06 0.457
H -3.07025 -1.37272 -3.17305 -0.07 0.06 -0.08 0.574
H -0.08003 1.84457 -1.11728 -0.01 0.23 0.01 0.571
H 0.68396 3.58221 -2.71509 0.02 0.12 0.03 0.458
H 0.86178 3.04556 -5.11935 0.07 0.05 -0.06 0.434
H 0.34821 0.77279 -5.91558 0.00 -0.05 -0.11 0.455
H -0.43221 -0.95089 -4.34717 -0.01 -0.06 -0.03 0.439
H -2.57513 -1.73486 0.77279 -0.06 -0.14 0.06 0.656
H -4.80744 -1.06068 1.61104 -0.03 -0.08 0.08 0.478
H -5.97458 0.85894 0.60017 -0.09 0.03 0.05 0.433
H -4.91617 2.12768 -1.23102 -0.04 0.09 -0.02 0.464
H -2.68749 1.48040 -2.05698 -0.03 0.09 -0.07 0.458
C 4.84346 0.60047 3.41694 -0.89 0.86 -0.24 -1.043
Si 3.61574 2.07723 3.38339 1.07 -0.10 0.70 0.356
C 3.87959 3.21874 1.89691 -0.24 -0.37 0.55 -1.082
C 3.70002 2.94798 5.08007 -0.39 -0.27 -1.03 -1.107
C 1.88365 1.24391 3.19971 0.52 0.30 -0.10 0.280
C 0.97416 1.13710 4.25743 -0.19 -0.11 -0.17 0.027
C -0.20588 0.41771 4.12583 0.17 0.14 0.06 -1.114
C -0.47089 -0.23945 2.93410 0.00 -0.01 -0.14 0.040
N 0.38511 -0.17101 1.91222 -0.26 -0.25 0.33 -0.290
C 1.51050 0.59250 2.04056 -0.14 -0.30 -0.38 0.130
S 2.32971 0.46335 0.47795 -0.83 -1.18 -0.20 -0.128
H 5.86358 0.95997 3.49878 0.17 0.09 -0.02 0.371
H 4.74884 0.03699 2.49402 0.13 -0.24 -0.16 0.324
H 4.64528 -0.05415 4.26000 -0.06 -0.10 0.11 0.347
H 4.83025 3.73679 1.97784 0.17 0.04 0.07 0.362
H 3.09833 3.97111 1.84224 -0.14 0.16 0.02 0.352
H 3.88188 2.67058 0.96013 0.09 -0.06 -0.12 0.366
H 4.66753 3.42822 5.19348 0.16 0.06 -0.06 0.343
H 3.57934 2.26136 5.91318 -0.03 -0.17 0.05 0.329
H 2.93894 3.72029 5.14785 -0.10 0.19 0.12 0.367
H 1.19106 1.63510 5.18855 0.04 0.04 0.19 0.490
H -0.89916 0.35219 4.94951 -0.12 -0.03 0.00 0.437
H -1.37344 -0.81191 2.77947 0.00 -0.12 0.02 0.534
```
Forces are in eV/Å.

Net charge ... +2
2S+1 ... 2
Calculated total energy ... -2791.80133 hartree
Energy relative to the best compared isomer or geometry (same formula, charge and spin) ... 0.0 kJ/mol


A single H4NOPS2 molecule at a distorted geometry. Source: the OMol25 dataset; level of theory: ωB97M-V/def2-TZVPD.

```
9
Properties=species:S:1:pos:R:3:forces:R:3:mulliken_charge:R:1
N -1.14769 1.23051 -0.22263 1.11 -1.72 -1.86 -0.649
P -0.07514 0.08367 0.04451 -0.24 1.08 1.13 0.754
O -0.04071 0.14722 1.64460 1.38 -2.23 -0.36 -0.514
S 1.99728 0.23478 -0.69292 0.26 -0.45 1.47 -0.294
S -0.46094 -1.92929 -0.49111 1.61 -0.50 2.00 -0.172
H -1.48990 1.14425 -1.19292 0.01 0.59 0.43 0.208
H -0.23029 1.02974 1.90681 -0.44 1.39 0.40 0.346
H 2.72615 -0.58284 0.25147 -1.45 1.04 -1.21 0.183
H -1.27875 -1.35803 -1.24780 -2.24 0.79 -2.00 0.136
```
Forces are in eV/Å.

Net charge ... 0
SMILES ... N=P(O)(S)S
Calculated total energy ... -1270.13042 hartree
Energy relative to the best compared isomer or geometry (same formula, charge and spin) ... 171.8 kJ/mol


A molecular structure, C3H4BrNO at a distorted geometry. Source: the OMol25 dataset; level of theory: ωB97M-V/def2-TZVPD.

```
10
Properties=species:S:1:pos:R:3:forces:R:3:mulliken_charge:R:1
C -0.62297 0.52047 -1.72226 -0.46 1.95 -0.75 0.485
C -0.13741 -0.46367 -0.69083 0.72 -2.08 0.42 -0.416
C -0.40694 0.63241 0.30324 0.18 0.69 3.44 -0.359
N -0.38737 1.69440 -0.70779 1.15 -3.17 -2.66 -0.222
O -1.13816 0.49029 -2.79873 0.71 0.19 1.21 -0.493
Br -1.24811 3.30922 -0.63645 -0.22 -0.33 0.10 -0.007
H -0.42604 -1.59380 -0.61719 -0.71 2.43 -0.20 0.302
H 0.94435 -0.63151 -0.63432 0.08 0.62 -0.79 0.200
H -1.38235 0.71733 0.73620 -0.81 -0.89 0.52 0.286
H 0.32829 0.63468 1.17747 -0.64 0.60 -1.29 0.223
```
Forces are in eV/Å.

Net charge ... 0
Calculated total energy ... -2820.64040 hartree
Energy relative to the best compared isomer or geometry (same formula, charge and spin) ... 191.6 kJ/mol